C19H33Br2O3PS | ωB97M-V with the def2-TZVPD basis set

E_HOMO = -8.914 eV
total charge = 0
SMILES = C#C[C@]1(S)C[C@@](Br)(CCCCCCCCCCCCOC)[C@@H](P(O)Br)O1

Structure (XYZ):
```
59
C19H33Br2O3PS | OMol25 | ωB97M-V with the def2-TZVPD basis set
C 5.53 -4.53 -2.39
H -4.82 2.75 -0.20
C 6.42 -1.47 0.10
H -8.65 -1.30 -0.82
H 5.31 -0.09 2.45
H -1.49 1.63 -1.99
H -2.67 3.05 -1.84
H 3.06 -1.10 -0.68
C 2.56 1.33 0.58
C -4.71 1.72 -0.72
H 1.70 3.40 0.41
H -0.32 0.87 0.79
Br 8.09 0.72 2.22
H 4.53 -1.27 -1.95
C 5.21 -0.39 0.13
S 2.96 -3.34 0.53
H 3.79 -0.93 1.82
C -7.63 -1.13 -0.31
H -7.01 -2.10 -0.46
H 3.25 1.36 2.71
H -5.23 -0.20 0.51
H -7.61 0.97 -1.33
C 0.03 1.78 0.17
H -8.95 -1.85 2.76
H -0.72 3.88 -0.49
H -9.81 -1.76 1.11
O 8.97 -0.38 -0.64
C 1.37 2.39 0.89
H 1.20 2.59 2.01
C 4.19 -1.24 -0.84
H -2.91 0.87 0.51
H -8.43 -3.00 1.31
C -2.13 2.24 -1.22
H -4.98 1.79 -1.85
C 5.00 -3.86 -1.37
H -6.32 -0.32 -1.95
H 1.94 -3.41 -0.45
C -3.18 1.17 -0.56
H 4.44 2.26 1.61
H 6.24 -5.12 -3.09
C 3.76 1.33 1.65
H 8.74 -0.97 -1.41
H 6.59 -1.63 -1.05
H -1.75 2.98 0.87
H 2.06 0.27 0.65
Br 5.97 1.26 -0.75
C 4.55 -0.08 1.58
O -7.87 -0.89 1.12
H -3.11 0.20 -1.20
H 2.91 1.43 -0.52
C 4.53 -2.75 -0.27
C -6.86 0.13 -1.01
H -6.36 1.31 0.85
C -1.12 2.89 -0.09
H 0.39 1.43 -0.89
O 5.76 -2.68 0.55
P 8.14 -1.02 0.76
C -8.79 -1.93 1.61
C -5.76 0.72 0.05
```